one) Density functional theory data (ωB97M-V/def2-TZVPD) for a 2-piece molecular cluster, C3H3O3S overall.

Structure (XYZ):
```
10
C3H3O3S ωB97M-V/def2-TZVPD
C 0.84 -0.01 -1.86
C 0.14 0.06 -0.77
C 1.16 1.16 -1.01
O -2.37 -1.95 1.18
O -2.02 0.25 2.31
O -0.35 -1.58 2.67
S -1.45 -1.00 1.89
H 1.21 -0.46 -2.72
H 2.12 1.34 -0.34
H 0.72 2.18 -1.36
```

For the orbital gap (alpha / beta), the calculation gives 0.212 / 0.269 Eh. The total charge is -1. The highest occupied orbital energy (alpha / beta) is -3.30 / -4.24 eV.

Atomic partial charges in e from the Löwdin method, atoms 1 to 4:
1 C -0.23
2 C -0.10
3 C -0.32
4 O -0.39

two) Density functional theory data (ωB97M-V/def2-TZVPD) for an isolated ion of composition C3H3O3S and charge -1.

Structure (XYZ):
```
10
C3H3O3S ωB97M-V/def2-TZVPD
C -0.56 -1.15 -1.49
C -0.37 -1.06 0.11
C 0.65 0.96 1.44
O -1.16 -2.14 -1.79
O -0.03 -0.32 -2.24
O 0.32 0.04 0.50
S 1.11 2.50 0.58
H -0.86 -1.66 0.96
H 0.17 0.98 2.39
H 0.74 1.83 -0.45
```

For the orbital gap (alpha / beta), the calculation gives 0.249 / 0.258 Eh. The total charge is -1. The highest occupied orbital energy (alpha / beta) is -3.47 / -3.70 eV.

Atomic partial charges in e from the Löwdin method, atoms 1 to 4:
1 C -0.79
2 C 0.00
3 C -0.52
4 O -0.05

Which structure is the most stable? The one labeled two).

one) Density functional theory data (ωB97M-V/def2-TZVPD) for one molecule with the formula C6H9F.

Structure (XYZ):
```
16
C6H9F ωB97M-V/def2-TZVPD
C -1.28 0.89 -0.80
C 1.64 0.73 0.23
C -0.90 -0.56 -0.90
C 1.35 -0.78 0.14
C -0.03 -1.19 0.32
C -1.18 1.60 0.48
F 2.87 0.85 -0.29
H -1.92 -0.99 -0.98
H -0.53 -0.81 -2.02
H 1.73 -0.98 -0.87
H 2.15 -1.05 0.81
H -0.50 -0.74 1.19
H -0.18 -2.27 0.38
H -0.19 2.12 0.42
H -0.99 0.92 1.40
H -2.05 2.28 0.50
```

For the orbital gap, the calculation gives 0.274 Eh. The total charge is 0. The highest occupied orbital energy is -7.75 eV.

Atomic partial charges in e from the Löwdin method, atoms 1 to 4:
1 C -0.04
2 C 0.07
3 C -0.24
4 C -0.25

two) Density functional theory data (ωB97M-V/def2-TZVPD) for one molecule with the formula C6H9F.

Structure (XYZ):
```
16
C6H9F ωB97M-V/def2-TZVPD
F 2.42 -0.92 -0.23
C 1.20 -0.49 0.33
C 1.02 1.07 0.08
C -0.52 1.33 -0.30
C -0.95 0.01 0.21
C -1.46 -1.32 -0.02
C 0.01 -1.05 -0.34
H 1.23 -0.77 1.41
H 1.35 1.58 0.97
H 1.60 1.35 -0.78
H -0.94 2.21 0.15
H -0.59 1.46 -1.38
H -0.77 0.11 1.31
H -1.65 -1.90 0.90
H -2.11 -1.64 -0.86
H 0.16 -1.03 -1.45
```

For the orbital gap, the calculation gives 0.363 Eh. The total charge is 0. The highest occupied orbital energy is -8.77 eV.

Atomic partial charges in e from the Löwdin method, atoms 1 to 4:
1 F -0.04
2 C -0.31
3 C -0.08
4 C -0.12

Which structure is the most stable? The one labeled two).